33
Properties=species:S:1:pos:R:3:forces:R:3 method="wB97M-V/def2-TZVPD" e_lumo_ev=-0.37 e_above_lowest_kj_mol=32.5 smiles="NC(=O)CCc1ccc(CCO)c2c1C(=O)NC2=O" gap_ev=9.33 total_energy_ev=-24878.1819 e_homo_ev=-9.69
N 2.63116 0.23405 2.59706 0.59 0.39 -0.82
C 3.27282 -0.37640 1.46908 0.23 -0.31 -0.53
O 3.66371 -1.51862 1.46998 -0.25 0.73 0.38
C 3.50670 0.49536 0.21151 0.24 -0.20 0.08
C 2.65678 0.04372 -0.98632 -0.16 0.08 0.16
C 1.17495 0.31522 -0.82210 0.99 -0.36 0.05
C 0.64239 1.58988 -0.72845 0.48 0.51 -0.06
C -0.70867 1.78954 -0.61436 -0.87 0.78 0.13
C -1.62585 0.75377 -0.59039 -1.01 -0.06 -0.03
C -3.12366 0.96128 -0.50167 0.35 -0.36 0.23
C -3.60387 0.67489 0.95110 0.08 -0.18 -0.50
O -4.78735 -0.10958 0.97901 -0.02 0.46 0.14
C -1.10220 -0.51394 -0.66479 0.40 -0.67 0.15
C 0.27451 -0.71673 -0.78134 -0.77 -1.17 0.32
C 0.47140 -2.22017 -0.83983 0.64 0.04 -0.21
O 1.45692 -2.87121 -0.62508 -0.45 0.45 -0.39
N -0.81190 -2.80652 -1.17753 0.66 0.27 0.73
C -1.77575 -1.86343 -0.67707 -0.56 0.04 -0.53
O -2.87613 -2.18234 -0.30342 0.58 0.49 -0.33
H 3.38220 0.52457 3.22318 -0.25 -0.42 0.40
H 2.23866 1.11059 2.26041 -0.12 -0.04 0.20
H 4.55330 0.31090 -0.05849 -0.12 0.01 0.11
H 3.43977 1.56730 0.43091 -0.29 -0.15 -0.07
H 3.00339 0.53304 -1.90344 0.05 0.00 0.16
H 2.81037 -1.03261 -1.09603 0.01 0.16 -0.07
H 1.28851 2.46196 -0.77075 0.07 -0.11 0.00
H -1.12674 2.79029 -0.54007 0.28 0.04 -0.11
H -3.59945 0.22616 -1.15779 -0.09 0.16 0.13
H -3.39292 1.96381 -0.84366 -0.01 -0.10 0.10
H -2.81184 0.10892 1.45229 -0.01 0.35 0.14
H -3.77146 1.63565 1.45118 -0.01 -0.25 0.17
H -4.54622 -0.95025 1.37310 -0.13 -0.16 -0.20
H -0.80354 -2.92910 -2.18625 -0.52 -0.42 0.07